(1)
The following is a DFT calculation (the ωB97M-V functional and the def2-TZVPD basis) of a single C10H4Cl4N2O molecule at a distorted geometry.

As for the SMILES: O=C(c1ccc(Cl)cc1)n1c(Cl)nc(Cl)c1Cl. Its total charge is 0. The energy above the lowest of the compared OMol25 structures with the same formula, charge and spin is 90.11 kJ/mol. Its spin multiplicity is 1.

Geometry as XYZ:
```
21
C10H4Cl4N2O the ωB97M-V functional and the def2-TZVPD basis
O 0.62864 2.29458 -0.30812
C 0.33427 1.20655 0.11551
C 0.16965 0.13129 -0.89092
C 1.00529 -0.95862 -0.89416
C 0.82146 -1.98702 -1.83029
C -0.36717 -1.93571 -2.59451
Cl -0.74672 -3.11940 -3.87368
C -1.19906 -0.83313 -2.62416
C -0.83142 0.26395 -1.88285
N 0.14222 1.04216 1.43895
C -0.23361 -0.09222 2.12547
Cl -0.77618 -1.70620 1.70833
N -0.33802 0.04363 3.40030
C 0.09270 1.33325 3.61075
Cl 0.16689 2.17473 5.02795
C 0.32823 1.98374 2.44498
Cl 1.11792 3.61277 2.34406
H 1.80129 -1.04134 -0.17807
H 1.42664 -2.87442 -1.93905
H -2.08706 -0.64427 -3.18258
H -1.45598 1.10567 -2.01790
```

(2)
The following is a DFT calculation (the ωB97M-V functional and the def2-TZVPD basis) of a 22-piece molecular cluster, C10H65BBrN2O28P2 overall at a distorted geometry.

Its total charge is -1. Its spin multiplicity is 1. Its total energy is -161035.820 eV.

Geometry as XYZ:
```
109
C10H65BBrN2O28P2 the ωB97M-V functional and the def2-TZVPD basis
C -3.39147 -3.53253 0.53707
C -3.69247 -2.21871 -0.33388
C -5.24400 -2.33090 -0.79953
C -2.78002 -2.09471 -1.65775
C -2.04823 -0.66761 -1.67839
C -0.73422 -0.54239 -0.77111
P -0.05689 -2.17781 0.00076
O 1.37279 -2.66163 -0.83888
Br 0.62832 -1.87399 2.13903
O 0.39468 -0.18930 -1.65109
B 1.31396 0.71932 -0.94680
P 3.21507 0.47996 -1.10420
O 3.65997 -0.25738 -2.37486
O 3.88046 -0.17129 0.35160
O 3.88932 2.07363 -1.22906
O 0.69850 0.94313 0.38091
C -0.72723 0.79198 0.14043
N -1.60204 0.48613 1.31761
C -1.35898 2.14842 -0.43858
C -1.08691 3.30795 0.65405
C -1.36497 4.77553 0.08296
N -0.83384 5.94369 0.84042
O -2.04512 4.93864 -0.96602
H -3.53640 -4.49096 -0.05749
H -2.38596 -3.48700 1.07053
H -4.18244 -3.54602 1.37849
H -3.56095 -1.27115 0.29500
H -5.61416 -1.39204 -1.33433
H -5.27138 -3.20050 -1.55592
H -5.93710 -2.63348 0.06322
H -2.09730 -2.98399 -1.84252
H -3.52456 -2.08079 -2.54193
H -1.79111 -0.45635 -2.78234
H -2.86372 0.10583 -1.41935
H 1.14906 -3.31849 -1.53241
H 1.16946 1.80460 -1.46545
H 3.84903 0.58973 0.99897
H 4.10361 2.41032 -0.32907
H -2.58508 0.72131 1.14597
H -1.27232 0.92460 2.18470
H -2.50489 2.09308 -0.52744
H -0.98441 2.45847 -1.46419
H -1.76386 3.12424 1.56845
H -0.01529 3.28969 1.05341
H 0.15376 5.75841 1.08611
H -1.32268 6.02612 1.75016
O -5.07958 -5.01548 -2.55839
H -4.49342 -5.32427 -3.26402
H -5.78778 -5.66980 -2.53829
O -2.93790 7.57411 -1.92388
H -2.46070 7.28745 -2.71053
H -2.57391 7.02253 -1.21651
O 5.22918 1.11837 2.54939
H 5.52510 1.27962 3.45450
H 5.93854 0.58683 2.16344
O -3.20068 -5.01389 -5.16368
H -3.45907 -4.70882 -6.04125
H -2.28290 -5.30126 -5.27444
O 3.00689 2.58490 1.50472
H 2.92516 3.46300 1.89359
H 2.09529 2.35096 1.25808
O 8.18783 0.26788 1.30373
H 8.98029 -0.28650 1.31203
H 8.23287 0.72749 0.45642
O -1.19794 -5.28130 2.47113
H -0.75693 -4.42061 2.45458
H -1.73512 -5.25308 3.27294
O 10.73409 -1.30459 2.78021
H 10.32313 -1.00568 3.60090
H 11.67120 -1.36454 2.99695
O 6.66868 -0.98907 3.96896
H 7.23629 -1.30024 3.25262
H 5.96009 -1.64281 4.00584
O -1.27825 -6.47454 5.35639
H -0.96766 -6.28683 6.24981
H -0.57076 -7.00375 4.96818
O -3.49230 8.60072 1.15018
H -2.70470 8.04200 1.16008
H -3.44842 9.04969 0.29551
O -1.27330 -6.85032 -4.18154
H -0.99986 -6.69199 -3.26915
H -0.55200 -7.37921 -4.55362
O -5.48204 7.85254 3.05491
H -5.65865 8.78600 3.21417
H -5.28735 7.81029 2.10897
O 2.99503 -4.52677 -2.42639
H 2.80349 -3.59167 -2.26217
H 3.18331 -4.56167 -3.37100
O 4.86722 1.98522 5.39441
H 4.83999 2.85261 5.81460
H 4.05609 1.55525 5.69109
O 10.46519 1.53031 3.55191
H 10.38330 2.40863 3.94164
H 9.55864 1.29878 3.30503
O -3.28698 2.73964 -2.63398
H -3.36495 3.62581 -2.25388
H -4.19246 2.50735 -2.87523
O -5.57719 5.53408 4.93289
H -5.58228 6.06181 4.12073
H -5.31969 4.65281 4.63850
O -0.35143 -3.67436 -3.48958
H -0.49144 -4.58253 -3.78779
H -1.01569 -3.16467 -3.96984
O 1.20748 -6.96111 -5.21734
H 1.99909 -7.51295 -5.19204
H 1.27188 -6.49836 -6.06179
O -5.13895 3.38398 -4.60229
H -5.41580 3.67344 -5.47947
H -4.22523 3.09288 -4.72817
```